# 1
Density functional theory data (ωB97M-V with the def2-TZVPD basis set) for the molecule C4H8ClP in a non-equilibrium geometry.

```
14
C4H8ClP, DFT ωB97M-V with the def2-TZVPD basis set
C -1.01 -1.24 0.68
C 0.90 1.21 0.43
C 1.13 1.21 -1.08
C -1.58 -1.98 -0.26
P -0.89 0.60 0.63
Cl 2.09 0.31 1.36
H -0.50 -1.77 1.43
H 0.85 0.31 -1.49
H 0.55 1.96 -1.79
H 2.13 1.24 -1.23
H -1.91 -1.76 -1.23
H -1.50 -2.99 -0.36
H 0.74 2.25 0.85
H -1.00 0.68 2.06
```

Its total energy is -26086.727 eV. The calculation puts the energy relative to the best compared isomer or geometry (same formula, charge and spin) at 23.7 kcal per mole. The strongest force on any atom comes out at 3.42 eV Å⁻¹. The HOMO energy comes out at -9.0 eV. As for the SMILES: C=CP[C@H](C)Cl. The gap between HOMO and LUMO comes out at 9.89 eV. The calculation puts the LUMO energy at 0.03244 Ha. Its charge is 0.

# 2
Density functional theory data (ωB97M-V with the def2-TZVPD basis set) for a structure of composition C27H31CrF5N5S2Si in a non-equilibrium geometry.

```
72
C27H31CrF5N5S2Si, DFT ωB97M-V with the def2-TZVPD basis set
Cr -0.34 -0.07 -0.54
C -3.95 3.35 -0.59
Si -2.66 4.64 -0.95
C -2.49 5.04 -2.76
C -3.08 6.13 0.09
C -0.96 4.02 -0.36
C -0.30 4.51 0.79
C 0.21 3.59 1.73
C 0.01 2.21 1.52
N -0.35 1.76 0.34
C -0.75 2.61 -0.67
S -1.03 1.78 -2.14
H -4.92 3.78 -0.33
H -3.57 2.76 0.25
H -4.09 2.69 -1.44
H -3.34 5.56 -3.19
H -2.20 4.17 -3.34
H -1.61 5.72 -2.89
H -2.56 6.10 1.03
H -4.16 6.09 0.28
H -2.86 7.05 -0.46
H -0.30 5.56 0.99
H 0.73 3.93 2.65
H 0.15 1.44 2.27
C 3.41 -2.75 2.75
N 2.62 -1.59 3.12
C 2.11 -1.67 4.47
C 1.69 -1.01 2.17
C 2.39 -0.37 1.00
C 3.71 -0.03 1.08
C 4.40 0.54 0.03
C 3.75 0.80 -1.14
C 2.36 0.62 -1.20
C 1.70 -0.02 -0.17
H 4.24 -2.78 3.44
H 3.88 -2.73 1.74
H 2.89 -3.74 2.80
H 2.96 -2.01 5.08
H 1.21 -2.35 4.57
H 1.73 -0.69 4.82
H 1.04 -0.28 2.69
H 0.96 -1.79 1.81
H 4.27 -0.21 2.05
H 5.49 0.73 0.17
H 4.23 1.30 -2.02
H 1.78 0.78 -2.13
F -2.18 -1.03 -3.08
C -2.79 -1.18 -1.90
C -2.36 -0.53 -0.76
C -3.13 -0.63 0.34
F -2.90 0.22 1.39
C -4.13 -1.59 0.47
F -4.75 -1.74 1.66
C -4.51 -2.35 -0.62
F -5.42 -3.33 -0.56
C -3.79 -2.18 -1.82
F -4.10 -2.90 -2.92
C 3.47 -5.01 -2.34
C 2.45 -4.03 -3.01
C 1.43 -3.66 -1.97
N 1.12 -2.39 -1.89
N 0.18 -2.13 -0.88
C -0.18 -3.24 -0.24
N -1.05 -3.22 0.80
S 0.72 -4.69 -0.77
H 4.36 -5.03 -2.98
H 3.09 -6.05 -2.20
H 3.81 -4.64 -1.40
H 2.00 -4.37 -3.99
H 2.94 -3.04 -3.30
H -1.28 -2.35 1.29
H -1.39 -4.08 1.25
```

Its total energy is -107506.616 eV. The calculation puts the energy relative to the best compared isomer or geometry (same formula, charge and spin) at 39.0 kcal per mole. The strongest force on any atom comes out at 2.91 eV Å⁻¹. The HOMO energy (alpha / beta) comes out at -7.6 / -7.7 eV. The gap between HOMO and LUMO (alpha / beta) comes out at 6.66 / 7.60 eV. The calculation puts the LUMO energy (alpha / beta) at -0.03599 / -0.00450 Ha. The spin multiplicity is 4. Its charge is 0. As for the expectation value of S²: 3.891.

# 3
Density functional theory data (ωB97M-V with the def2-TZVPD basis set) for a cluster of 2 separate species, C4H6FN3O6 in total in a non-equilibrium geometry.

```
20
C4H6FN3O6, DFT ωB97M-V with the def2-TZVPD basis set
C -2.40 -1.57 -1.08
C -1.55 -1.24 0.14
C -1.33 1.18 -0.08
C 2.00 0.93 0.03
N 1.91 -0.45 0.03
N 2.13 1.73 1.11
N -0.82 0.05 0.03
O -3.55 -1.95 -1.05
O -1.70 -1.44 -2.22
O 2.32 -1.11 0.98
O 1.40 -0.94 -0.96
O 2.54 1.11 2.33
O 1.91 2.90 1.20
F 1.50 1.57 -0.98
H -0.77 -2.06 0.22
H -2.31 -1.42 0.97
H -2.35 1.40 -0.49
H -0.60 2.02 -0.23
H -0.95 -0.85 -2.14
H 2.63 0.13 2.18
```

Its total energy is -23709.456 eV. The strongest force on any atom comes out at 3.51 eV Å⁻¹. The HOMO energy (alpha / beta) comes out at -9.9 / -9.9 eV. As for the SMILES: O=[N+]([O-])/C(F)=[N+](/[O-])O.C=NCC(=O)O. The gap between HOMO and LUMO (alpha / beta) comes out at 8.03 / 8.03 eV. The calculation puts the LUMO energy (alpha / beta) at -0.07060 / -0.07063 Ha. Its charge is 0.

# 4
Density functional theory data (ωB97M-V with the def2-TZVPD basis set) for a cluster of 2 separate species, C29H51BBrFN2O11P in total in a non-equilibrium geometry.

```
97
C29H51BBrFN2O11P, DFT ωB97M-V with the def2-TZVPD basis set
C 5.01 3.40 4.06
O 3.88 3.91 3.37
C 3.37 2.90 2.50
C 2.29 3.56 1.62
C 2.54 3.37 0.12
C 2.21 1.93 -0.32
C 0.68 1.67 -0.28
C 0.32 0.33 0.43
C -0.86 0.45 1.42
N -1.98 -0.54 1.28
C -2.64 -0.50 2.63
C -3.93 -1.33 2.81
C -5.28 -0.57 2.72
C -6.39 -1.62 2.53
O -7.27 -1.82 3.33
O -6.33 -2.33 1.36
C -2.98 -0.18 0.22
C -3.49 1.24 -0.03
C -3.75 2.25 1.10
Br -2.49 2.23 -1.42
C -1.47 -1.98 0.94
P -1.17 -3.26 2.26
O -2.54 -4.11 2.66
O -0.26 -2.73 3.54
C -0.27 -1.99 -0.08
C 1.08 -2.49 0.59
O 1.26 -3.91 0.52
C 2.57 -4.24 0.80
C 3.27 -4.99 -0.12
C 4.58 -5.32 0.15
C 5.22 -4.91 1.28
C 4.52 -4.16 2.22
C 3.21 -3.86 1.96
C -0.51 -3.02 -1.20
B -1.54 -2.56 -2.31
O -1.30 -1.46 -3.12
O -2.74 -3.24 -2.48
N 0.03 -0.66 -0.59
F 0.95 -0.68 -1.61
H 4.74 2.43 4.52
H 5.84 3.20 3.37
H 5.33 4.09 4.83
H 2.90 2.13 3.14
H 4.20 2.49 1.91
H 1.32 3.17 1.93
H 2.28 4.64 1.83
H 3.59 3.62 -0.09
H 1.95 4.09 -0.47
H 2.53 1.84 -1.37
H 2.80 1.24 0.29
H 0.23 2.50 0.27
H 0.31 1.70 -1.30
H 1.24 0.13 1.01
H -0.43 0.33 2.42
H -1.21 1.48 1.39
H -2.86 0.53 2.92
H -1.93 -0.80 3.42
H -3.96 -2.10 2.03
H -3.90 -1.87 3.77
H -5.26 -0.02 1.77
H -5.49 0.08 3.57
H -6.07 -1.76 0.63
H -2.50 -0.46 -0.73
H -3.84 -0.86 0.23
H -4.46 1.13 -0.53
H -4.42 3.02 0.71
H -2.87 2.80 1.44
H -4.24 1.86 2.00
H -2.30 -2.41 0.35
H -2.49 -4.34 3.60
H -0.66 -2.87 4.42
H 1.94 -2.08 0.03
H 1.21 -2.09 1.61
H 2.78 -5.34 -1.02
H 5.09 -5.93 -0.59
H 6.26 -5.14 1.48
H 4.95 -3.80 3.14
H 2.63 -3.26 2.66
H 0.44 -3.16 -1.72
H -0.87 -3.96 -0.78
H -1.78 -1.53 -3.96
H -3.32 -2.72 -3.05
C 1.01 1.19 -4.68
C 0.89 2.56 -4.05
O 1.48 3.57 -4.87
C 0.75 3.96 -5.92
O -0.34 3.54 -6.20
O 1.44 4.87 -6.59
C 0.81 5.31 -7.80
H 2.05 0.97 -4.93
H 0.63 0.42 -4.00
H 0.44 1.14 -5.61
H 1.44 2.57 -3.11
H -0.15 2.81 -3.83
H -0.20 5.66 -7.60
H 0.81 4.51 -8.53
H 1.40 6.14 -8.18
```

Its total energy is -139120.175 eV. The strongest force on any atom comes out at 5.24 eV Å⁻¹. The HOMO energy comes out at -10.8 eV. The gap between HOMO and LUMO comes out at 7.99 eV. The calculation puts the LUMO energy at -0.10502 Ha. Its charge is +1.

# 5
Density functional theory data (ωB97M-V with the def2-TZVPD basis set) for a cluster of 2 separate species, C34H38N2O4 in total in a non-equilibrium geometry.

```
78
C34H38N2O4, DFT ωB97M-V with the def2-TZVPD basis set
C -6.48 -3.55 2.74
C -6.57 -3.29 1.23
C -5.36 -2.44 0.85
N -4.50 -2.44 2.02
C -3.27 -1.85 1.95
C -3.11 -0.61 1.27
C -1.88 0.01 1.24
C -0.72 -0.66 1.69
C 0.52 -0.02 1.50
C 1.74 -0.70 1.65
C 1.87 -2.07 1.25
C 3.09 -2.70 1.29
C 4.22 -2.03 1.83
N 5.43 -2.69 1.90
C 6.14 -2.95 3.14
C 7.27 -3.90 2.76
C 7.32 -3.95 1.23
C 6.17 -3.08 0.72
C 4.09 -0.70 2.31
C 2.89 -0.02 2.15
C -0.88 -1.93 2.36
C -2.13 -2.48 2.55
C -5.10 -3.05 3.20
H -7.27 -3.00 3.26
H -6.60 -4.61 2.96
H -6.53 -4.23 0.67
H -7.49 -2.77 0.95
H -4.82 -2.86 0.00
H -5.63 -1.41 0.59
H -3.97 -0.12 0.80
H -1.75 1.02 0.82
H 0.53 1.04 1.22
H 1.00 -2.59 0.84
H 3.19 -3.72 0.91
H 6.51 -2.01 3.58
H 5.46 -3.40 3.88
H 8.22 -3.57 3.18
H 7.07 -4.90 3.16
H 8.28 -3.57 0.85
H 7.19 -4.97 0.86
H 5.51 -3.59 0.01
H 6.55 -2.17 0.20
H 4.97 -0.21 2.73
H 2.80 1.04 2.38
H -0.01 -2.48 2.73
H -2.27 -3.42 3.09
H -5.20 -2.31 4.03
H -4.48 -3.87 3.60
C -0.79 2.14 -4.72
C 0.63 2.57 -5.09
C 1.12 1.93 -6.40
O 0.66 4.00 -5.33
C 0.23 4.71 -4.23
O -0.40 5.74 -4.39
C 0.57 4.17 -2.92
C 0.24 5.02 -1.77
C -1.20 4.83 -1.30
C -1.48 3.82 -0.39
C -2.79 3.57 0.01
C -3.83 4.32 -0.54
C -3.56 5.33 -1.46
C -2.24 5.58 -1.85
C 1.18 2.88 -2.82
O 1.39 2.32 -1.75
O 1.54 2.27 -4.02
H -1.15 2.67 -3.82
H -1.46 2.35 -5.55
H -0.79 1.06 -4.51
H 2.09 2.35 -6.68
H 1.21 0.85 -6.27
H 0.39 2.16 -7.18
H 0.95 4.75 -0.97
H 0.38 6.04 -2.14
H -0.65 3.21 -0.02
H -2.99 2.77 0.73
H -4.87 4.10 -0.26
H -4.37 5.92 -1.91
H -2.01 6.33 -2.60
```

Its total energy is -47041.957 eV. The calculation puts the energy relative to the best compared isomer or geometry (same formula, charge and spin) at 25.3 kcal per mole. The strongest force on any atom comes out at 2.96 eV Å⁻¹. The HOMO energy comes out at -5.4 eV. The gap between HOMO and LUMO comes out at 2.57 eV. The calculation puts the LUMO energy at -0.10376 Ha. Its charge is 0.